94
Properties=species:S:1:pos:R:3:forces:R:3 method="wB97M-V/def2-TZVPD" lumo_ha=0.0207 relative_energy_ev=0.711 max_force_ha_per_bohr=0.0163 energy_ha=-7047.5094 orbital_gap_ev=8.439
Ca 0.025796 0.150395 -0.239698 0.46 0.03 0.70
C 0.920469 3.970993 0.276044 0.01 -0.01 0.01
C 1.675981 2.716926 0.661265 -0.08 0.07 -0.02
C 1.453450 2.143849 1.925649 -0.03 0.00 0.00
C 0.425654 2.759565 2.845159 -0.01 0.06 -0.02
C 2.239639 1.069290 2.351852 0.01 0.03 0.03
C 2.099731 0.506448 3.745923 -0.02 0.01 -0.02
C 3.223852 0.532446 1.505927 0.02 0.01 0.00
C 4.112270 -0.554579 2.061787 -0.05 -0.04 -0.04
C 3.407783 1.068808 0.225384 0.02 -0.03 -0.03
C 4.459465 0.530616 -0.717308 -0.01 0.00 0.01
C 2.639204 2.169402 -0.194697 -0.01 -0.04 -0.01
C 2.925879 2.811436 -1.532929 -0.01 -0.02 0.02
H -0.090520 3.743244 -0.072162 -0.01 0.00 0.00
H 1.430852 4.525158 -0.505792 0.00 0.00 0.00
H 0.823846 4.640358 1.130128 0.00 0.00 0.01
H 0.885566 3.520073 3.484818 -0.01 -0.01 0.00
H -0.039805 2.015084 3.484256 -0.01 -0.02 0.00
H -0.371422 3.245416 2.285899 0.00 0.00 0.00
H 1.620845 -0.476590 3.716074 0.01 0.00 0.00
H 1.516128 1.154943 4.393554 0.00 -0.02 0.00
H 3.077573 0.379174 4.211134 0.01 0.01 -0.01
H 4.879592 -0.118104 2.709773 -0.02 0.00 0.01
H 4.609454 -1.131507 1.291622 -0.01 -0.01 -0.01
H 3.534557 -1.263555 2.651026 -0.01 -0.01 -0.01
H 3.996089 0.013667 -1.563975 0.00 0.01 0.01
H 5.138009 -0.164152 -0.234337 -0.02 0.00 -0.01
H 5.063551 1.339034 -1.129822 0.01 0.01 0.00
H 3.690740 3.587961 -1.429939 0.00 0.00 0.01
H 2.038459 3.269903 -1.959182 0.00 0.00 -0.02
H 3.284808 2.087937 -2.258252 0.00 -0.02 -0.01
F -0.389537 1.244231 -5.871180 0.01 0.02 0.01
C 0.276568 1.626954 -4.790880 -0.07 0.15 -0.03
F -0.240498 2.759657 -4.328122 0.01 -0.04 -0.01
F 1.553778 1.829384 -5.108625 -0.03 -0.01 0.01
S 0.214978 0.313348 -3.512720 0.55 -0.25 -0.13
O 0.933360 0.887490 -2.379921 -0.25 -0.20 0.06
O 0.810862 -0.854677 -4.102546 -0.12 0.16 0.09
N -1.313451 0.232836 -3.224275 -0.10 -0.08 -0.01
S -1.968915 -1.084252 -2.659221 -0.39 0.00 -0.07
O -1.979747 -2.216252 -3.529736 0.12 -0.01 0.08
O -1.577595 -1.329654 -1.272701 0.24 0.20 -0.16
C -3.702415 -0.475007 -2.567090 -0.10 -0.08 0.03
F -3.803894 0.573736 -1.767795 0.00 -0.03 -0.01
F -4.131109 -0.153240 -3.781530 0.00 0.01 0.01
F -4.450277 -1.469465 -2.088756 0.01 0.05 0.00
S -0.049106 -2.616588 2.381407 0.06 0.02 -0.05
C -0.604321 -2.078129 3.883468 -0.05 0.07 0.13
N -0.440871 -2.842465 4.985274 0.04 -0.08 -0.04
C -0.866472 -2.471929 6.323700 0.00 0.00 -0.01
C -0.859888 -0.958506 6.449555 0.01 0.01 0.02
C -1.674038 -0.370979 5.311223 0.02 -0.05 -0.03
N -1.191131 -0.888764 4.042060 0.00 -0.12 0.19
H -0.007733 -3.733797 4.817052 0.00 0.00 0.00
H -0.181964 -2.923887 7.041691 0.00 -0.01 -0.01
H -1.869627 -2.859822 6.532659 0.00 0.00 0.00
H 0.167082 -0.590670 6.391077 0.00 -0.01 0.00
H -1.277169 -0.660419 7.411352 0.00 0.01 0.00
H -1.591109 0.716193 5.289200 0.01 0.01 -0.02
H -2.735023 -0.611191 5.446390 0.00 0.00 -0.01
H -1.270982 -0.317535 3.198282 -0.01 0.00 -0.02
C 4.882612 -3.996074 -2.815993 -0.02 -0.05 0.00
C 3.562922 -4.554133 -3.342324 0.00 0.08 0.03
C 2.936010 -3.614917 -4.367114 -0.03 -0.02 -0.02
C 2.594745 -4.888869 -2.205193 0.01 -0.01 0.02
N 2.247596 -3.731231 -1.385487 0.10 -0.14 -0.08
C 1.339818 -2.782762 -1.582820 -0.14 0.11 0.01
N 1.451697 -1.900582 -0.611648 -0.06 -0.03 -0.24
N 2.453128 -2.337863 0.180738 0.06 -0.05 -0.07
N 2.935689 -3.430353 -0.272020 0.00 0.12 0.03
H 5.588240 -3.858415 -3.635878 -0.01 0.00 0.00
H 5.336515 -4.661846 -2.080300 0.01 0.01 0.00
H 4.735434 -3.024546 -2.340560 -0.01 0.01 0.01
H 3.760353 -5.514410 -3.828931 0.00 -0.01 0.00
H 2.757513 -2.621270 -3.952225 0.00 0.01 0.02
H 1.981888 -3.996222 -4.738541 0.02 0.01 0.00
H 3.602520 -3.491190 -5.221094 -0.01 0.00 0.00
H 3.033844 -5.616137 -1.524429 -0.01 0.01 0.02
H 1.664469 -5.298649 -2.597514 -0.01 0.01 0.00
H 0.640313 -2.761152 -2.404720 0.04 0.00 0.06
Br -2.992948 4.391268 1.181029 -0.01 0.01 0.01
C -3.853481 2.861432 1.894680 0.01 -0.01 0.00
C -5.072035 3.054548 2.528287 -0.01 0.00 0.01
C -5.735779 1.975450 3.090866 0.01 0.01 -0.01
C -5.175503 0.707526 3.034726 -0.01 0.01 0.01
C -3.948403 0.528479 2.420300 -0.03 -0.01 0.00
C -3.275018 1.598627 1.833090 -0.06 0.11 0.02
C -1.978611 1.290387 1.149278 0.01 -0.12 -0.18
O -1.722353 1.753639 0.014813 0.09 -0.02 0.10
O -1.204490 0.468664 1.732685 -0.10 0.24 -0.40
H -5.493490 4.048840 2.576857 -0.01 0.00 0.00
H -6.691638 2.130460 3.573938 0.00 0.00 0.00
H -5.693025 -0.138652 3.467120 0.00 0.00 0.00
H -3.496444 -0.454355 2.368510 0.00 0.00 0.00

101
Properties=species:S:1:pos:R:3:forces:R:3 method="wB97M-V/def2-TZVPD" lumo_ha=-0.0321 max_force_ha_per_bohr=0.0865 energy_ha=-7326.5392 orbital_gap_ev=7.003
C 0.143823 4.049131 -0.861722 0.35 -2.29 -0.20
C 0.359229 2.643384 -1.087191 -0.95 2.89 0.27
C -0.483826 1.625321 -0.211603 2.06 0.30 0.86
C -0.576709 0.130710 -0.784726 -0.61 -0.17 2.02
O 0.670670 -0.307929 -1.341457 -0.77 0.18 0.75
C 1.666999 -0.562546 -0.348027 3.58 -0.82 0.45
C 2.530381 -1.792204 -0.912095 0.34 1.22 -2.39
C 3.031412 -1.551115 -2.245245 -0.17 -0.13 1.84
C 2.746637 0.624607 -0.138725 0.81 -0.27 0.57
C 2.645136 1.202991 1.344495 0.35 1.62 -0.28
C 4.049459 1.790573 1.891431 -2.50 -1.58 -1.75
F 4.404049 2.818230 1.005066 0.34 -1.67 1.96
F 4.937355 0.690532 1.898567 -0.65 2.63 -0.02
C 3.785222 2.248191 3.394623 -1.38 -1.86 1.04
F 2.517736 2.805424 3.613904 2.64 -0.95 -1.09
F 3.808846 1.060114 4.168929 -0.29 2.43 -1.81
S 5.052654 3.409027 4.145432 2.24 1.24 3.63
F 5.552254 2.221948 5.236307 -0.49 1.84 -1.64
F 3.921171 3.855022 5.309643 1.68 -0.27 -1.88
F 4.623623 4.672570 3.171616 0.48 -2.16 1.10
F 6.279992 2.903832 3.158176 -2.09 0.89 0.79
F 6.137277 4.428921 4.886107 -1.64 -1.39 -1.24
C -1.915240 -0.166288 -1.638994 3.17 1.88 -0.86
O -2.996908 0.327421 -0.835094 0.28 -1.70 -0.53
C -3.676830 -0.519354 0.049374 -2.42 -0.31 3.61
C -5.118482 0.188947 0.335945 0.18 -0.24 -1.46
C -5.056428 1.773703 0.394107 -0.84 0.13 0.99
C -4.520248 2.357650 1.798100 -1.44 0.61 -1.58
F -3.118066 2.369881 1.898740 -2.30 -0.45 0.42
F -5.185299 1.684326 2.839973 1.75 1.01 -1.23
C -4.966782 3.912694 1.869420 0.55 -0.13 -0.14
F -4.381844 4.509133 0.712109 -1.52 -0.82 1.99
F -6.352814 4.078301 1.880598 2.66 -0.52 -0.50
C -4.377313 4.692274 3.135251 -0.96 1.06 1.33
F -3.963629 3.868764 4.186170 -0.79 1.15 -2.22
F -5.427165 5.503230 3.643589 2.14 -1.42 -0.86
C -3.171599 5.688432 2.818472 1.97 1.39 1.41
F -2.060243 5.045333 2.248611 -2.76 1.48 0.73
F -3.551146 6.832797 2.120591 0.83 -2.89 1.02
F -2.710744 6.153922 4.074396 -1.01 -0.91 -2.49
C -3.035342 -0.676845 1.534954 -0.05 0.56 0.13
O -2.718741 -2.052808 1.846112 0.83 1.40 0.55
C -2.238069 -2.131052 3.219056 -0.12 -1.21 0.81
C -1.152397 -3.312926 3.330419 0.23 0.84 -1.59
C 0.145235 -2.790506 2.501585 -1.03 0.11 0.34
C -2.059453 0.743242 -2.986118 -2.32 0.11 0.85
I -0.346598 1.059289 -4.216559 0.08 -0.55 0.03
C -2.781768 2.173702 -2.676822 -0.03 0.05 -1.32
C -2.655570 3.212295 -3.905346 -0.89 0.05 0.92
P -2.105591 -1.969952 -2.261306 -1.60 -1.40 1.12
O -1.917071 -2.955788 -0.843115 -0.52 1.24 -1.70
Br -0.528713 -2.790431 -3.635140 -0.05 0.72 0.79
H 0.267090 4.428403 0.199690 -1.67 -0.43 -1.14
H -0.200136 4.751558 -1.697389 2.00 -0.70 1.06
H 1.087685 2.386877 -1.910385 -2.07 -0.25 0.31
H 0.065530 1.533723 0.799735 -0.95 -0.03 -1.22
H -1.475281 2.110634 0.023117 1.15 -0.89 -0.42
H -0.711604 -0.523515 0.158769 -0.15 0.87 -1.34
H 1.287962 -0.889313 0.669084 -0.19 0.55 -1.26
H 2.771698 -2.725972 -0.322769 -1.76 0.54 -1.14
H 2.695936 -2.117626 -3.152924 1.52 -0.55 1.18
H 3.767222 -0.690668 -2.436408 -2.40 -0.23 0.07
H 2.702454 1.420617 -0.953607 -0.22 -0.95 1.40
H 3.795911 0.166072 -0.232935 -1.60 0.55 0.07
H 1.952405 2.116915 1.290495 0.87 -1.41 0.45
H 2.295876 0.462218 2.127790 0.27 0.74 -1.12
H -3.966956 -1.567874 -0.260425 0.76 1.23 -0.25
H -5.780919 -0.087737 -0.559035 0.84 0.59 1.16
H -5.636856 -0.265658 1.244940 0.92 0.72 -1.16
H -4.541812 2.277097 -0.481118 -0.30 -0.88 1.25
H -6.147592 2.136869 0.351036 1.56 -0.48 0.16
H -3.779918 -0.338573 2.345068 0.88 -0.29 -1.31
H -2.140076 0.031780 1.640258 -0.93 -1.12 -0.18
H -1.744184 -1.161890 3.564307 -0.68 -1.10 -0.56
H -3.158539 -2.332185 3.875940 1.30 0.31 -0.70
H -1.537010 -4.220744 2.742583 0.36 1.16 1.30
H -0.873318 -3.563385 4.398471 -0.60 0.32 -1.25
H -0.038470 -3.047474 1.407182 0.55 0.37 1.38
H 1.116752 -3.224913 2.901408 -1.23 0.57 -0.67
H 0.130364 -1.647613 2.604773 0.44 -1.54 -0.18
H -2.846471 0.177544 -3.609575 1.40 0.79 0.54
H -2.362767 2.691336 -1.763059 -0.68 -0.83 -0.98
H -3.900761 1.939266 -2.601256 1.66 0.36 0.33
H -1.675063 3.776094 -3.853585 -1.16 -0.81 -0.36
H -3.506034 3.968401 -3.760264 1.22 -0.93 -0.24
H -2.832347 2.697458 -4.899701 0.45 0.70 1.16
H -2.822444 -3.330905 -0.737562 1.00 0.15 0.09
C 6.484942 -6.787270 -4.913419 -0.09 0.35 0.04
C 5.361428 -7.748884 -4.578675 0.59 -0.23 -0.44
O 4.465897 -7.172318 -3.614870 -0.82 0.43 0.21
C 3.556415 -6.308674 -4.100124 1.14 -0.84 -1.01
O 3.461399 -6.002164 -5.257339 -0.38 0.17 0.73
C 2.643870 -5.813784 -2.982416 -1.15 0.86 1.35
F 3.327393 -5.454689 -1.879982 0.19 -0.16 -0.46
F 1.767601 -6.760083 -2.594021 0.38 -0.08 -0.43
F 1.914877 -4.743103 -3.345629 0.59 -0.57 -0.29
H 7.001370 -6.470348 -4.004274 0.02 -0.16 -0.04
H 7.205266 -7.255854 -5.586290 -0.06 -0.02 0.06
H 6.101423 -5.884373 -5.393157 0.00 -0.14 -0.06
H 5.774460 -8.649941 -4.121871 -0.24 0.15 0.23
H 4.816800 -8.061456 -5.473160 -0.10 0.22 0.13